No. 1
Here is 3 unconnected molecules or ions with the total composition C5H13NO2 in a non-equilibrium geometry from the OMol25 dataset. Energies are from wB97M-V/def2-TZVPD.

Results
Energy above the lowest of the compared OMol25 structures with the same formula, charge and spin: 573.8 kJ/mol
HOMO energy: -7.129 eV
HOMO-LUMO gap: 3.998 eV
Energy: -10975.932 eV
LUMO: -3.13 eV

Geometry (Å):
H: -1.8503 2.1860 -1.2599
H: 1.6341 -0.5877 -0.3014
C: 1.3355 2.1009 1.9368
H: -2.2772 0.6715 -2.0656
H: 2.1885 0.7914 0.1948
H: 1.5363 -3.6209 -0.7462
C: 0.2403 0.6202 0.2832
H: 0.2522 -2.9451 -0.3930
H: -1.8419 0.2714 0.3259
O: 1.3480 -2.7228 -0.4931
C: 0.2163 1.4850 1.4025
H: -0.7233 1.5717 1.9949
O: -1.0349 -3.1285 -0.1292
N: 1.4394 0.4150 -0.4147
H: -1.3987 -3.9349 0.1977
H: 1.1296 2.5644 2.8948
H: -1.1356 -0.9141 -0.6420
C: -1.4851 1.1484 -1.5023
H: -0.5613 1.2469 -2.1389
H: 2.0369 2.6209 1.2771
C: -1.0491 0.1604 -0.4216



No. 2
Here is 3 unconnected molecules or ions with the total composition C5H13NO2 in a non-equilibrium geometry from the OMol25 dataset. Energies are from wB97M-V/def2-TZVPD.

Results
Energy above the lowest of the compared OMol25 structures with the same formula, charge and spin: 731.8 kJ/mol
HOMO energy (spin up / spin down): -5.581 / -6.238 eV
HOMO-LUMO gap (spin up / spin down): 6.096 / 6.684 eV
Energy: -10974.294 eV
LUMO (spin up / spin down): 0.51 / 0.45 eV

Geometry (Å):
C: -1.5262 -0.2183 -0.1524
H: -1.1950 -2.1837 -0.9365
H: -0.6715 0.6139 2.2051
H: 2.2927 1.0394 -2.1113
H: 1.0729 0.2976 2.4152
H: -2.3664 1.3621 0.5922
O: -2.5332 0.4119 0.6046
H: -2.0698 -2.1458 0.6102
C: -1.9455 -1.6511 -0.3527
H: 0.7506 0.4693 -0.4444
H: 0.5320 1.7312 1.5266
O: -1.3233 0.4713 -1.3583
H: 0.5109 -1.0564 0.5385
H: 4.0351 0.6521 -1.6342
N: 0.3836 -0.0635 0.4929
C: 0.3130 0.6868 1.7403
C: 2.9827 0.6689 -1.3532
H: -2.0936 0.3709 -1.9440
C: 2.5432 0.3118 -0.1628
H: -2.9062 -1.7102 -0.8864
H: 3.2142 -0.0581 0.6105



No. 3
Here is 2 unconnected molecules or ions with the total composition C5H13NO2 in a non-equilibrium geometry from the OMol25 dataset. Energies are from wB97M-V/def2-TZVPD.

Results
Energy above the lowest of the compared OMol25 structures with the same formula, charge and spin: 310.0 kJ/mol
SMILES: CCN(C=O)CC.O
HOMO energy: -8.514 eV
HOMO-LUMO gap: 9.001 eV
Energy: -10978.667 eV
LUMO: 0.49 eV

Geometry (Å):
C: 0.7584 -1.0063 -0.9072
H: 2.7698 -1.1576 2.1231
C: 1.8267 0.1142 -0.6169
H: 1.7062 0.9013 -1.3555
H: -0.2198 1.9774 -0.8251
H: 2.7736 -0.2587 -0.5662
C: -0.8175 -0.1687 1.0477
O: -1.8945 0.3608 1.1406
C: -1.3446 0.1960 -1.3295
H: 0.9588 -1.8676 -0.3399
H: -0.0233 -0.5434 1.7335
H: 1.4570 0.4652 0.4521
H: 1.9987 -0.3835 3.2843
H: -1.8725 2.1513 -1.5372
O: 2.0037 -0.7169 2.3973
H: -0.6757 1.8138 -2.7601
C: -0.9298 1.6379 -1.6951
N: -0.4761 -0.4719 -0.3232
H: 0.5948 -1.0902 -2.0147
H: -2.4197 0.0858 -0.9296
H: -1.5483 -0.5799 -2.2996



No. 4
Here is 2 unconnected molecules or ions with the total composition C5H13NO2 in a non-equilibrium geometry from the OMol25 dataset. Energies are from wB97M-V/def2-TZVPD.

Results
Energy above the lowest of the compared OMol25 structures with the same formula, charge and spin: 91.0 kJ/mol
SMILES: CCC(=O)N(C)C.O
HOMO energy: -9.379 eV
HOMO-LUMO gap: 10.051 eV
Energy: -10980.936 eV
LUMO: 0.67 eV

Geometry (Å):
C: 0.9256 0.3646 0.0128
H: -1.3661 -1.4226 -0.5007
H: 0.3399 1.2714 2.2183
H: -0.0305 -2.0552 0.4136
C: -0.8224 -1.3156 0.4360
H: 0.9502 -1.2654 -1.3998
H: -1.4053 0.8704 2.1975
N: -0.2528 0.0157 0.6541
H: 0.1939 0.2574 -1.9303
C: 1.0552 -0.1767 -1.4059
H: 2.5125 1.2846 -2.0607
H: -1.4357 -1.6069 1.2831
O: -3.6364 -0.3493 -0.1320
H: 2.5342 -0.2489 -2.9903
H: -2.7752 0.0985 -0.0783
C: -0.3857 0.4974 2.0203
C: 2.3951 0.2094 -2.0048
H: -0.2760 -0.2948 2.7641
O: 1.7589 1.0809 0.5190
H: 3.1627 -0.2864 -1.3961
H: -4.2528 0.3822 -0.0056



No. 5
Here is 2 unconnected molecules or ions with the total composition C5H13NO2 in a non-equilibrium geometry from the OMol25 dataset. Energies are from wB97M-V/def2-TZVPD.

Results
Energy above the lowest of the compared OMol25 structures with the same formula, charge and spin: 196.5 kJ/mol
SMILES: CCCNC(C)=O.O
HOMO energy: -9.575 eV
HOMO-LUMO gap: 10.318 eV
Energy: -10979.842 eV
LUMO: 0.74 eV

Geometry (Å):
O: -1.5394 2.1629 -1.0631
C: 1.8282 -2.1475 0.7569
N: -0.7577 0.9468 0.5713
H: -0.9156 -0.9075 1.6421
O: 1.1697 3.5316 0.2022
C: 0.6560 -1.1901 0.2393
H: -1.6149 -1.1632 -1.0020
H: 0.6138 0.0662 1.8653
C: -1.7916 -0.2009 -1.4666
H: 1.5708 -2.8936 1.5264
H: -0.0816 -2.0959 -0.1274
H: 2.7718 -1.6183 0.8275
H: -2.9267 -0.1654 -1.7411
C: -0.1368 -0.2998 1.1417
H: -0.8279 1.7577 1.1925
H: 0.2781 3.1990 -0.0782
H: 1.9819 -2.8083 -0.1888
C: -1.3883 1.0128 -0.6686
H: 1.5253 3.5430 -0.6372
H: -1.3431 -0.0998 -2.3582
H: 0.9279 -0.6293 -0.6343